Record 1
{
  "formula": "C3H6FN3",
  "method": "the ωB97M-V functional and the def2-TZVPD basis",
  "symbols": ["C", "C", "C", "N", "N", "N", "F", "H", "H", "H", "H", "H", "H"],
  "positions_angstrom": [[1.073, 1.273, 0.553], [1.411, 0.171, -0.052], [0.374, -0.769, -0.688], [-1.135, 1.093, -0.333], [-0.932, -0.203, -0.332], [-1.472, -0.911, 0.772], [2.666, -0.359, 0.056], [1.544, 1.997, 1.083], [0.502, -0.850, -1.829], [0.599, -1.776, -0.431], [-0.893, 1.591, -1.219], [-1.238, -0.538, 1.712], [-2.499, -0.721, 0.709]],
  "atomic_forces_ev_per_a": [[-2.3, -1.7, -2.2], [-0.3, 0.1, 0.8], [0.7, 1.8, -2.5], [1.4, 0.9, 0.6], [0.3, -1.8, 0.0], [-2.0, 0.4, 0.2], [-0.3, -0.3, -0.4], [1.2, 2.0, 1.3], [-0.2, 0.8, 1.4], [-0.6, -0.8, 1.0], [0.3, -1.1, 0.7], [0.6, 0.3, -0.9], [1.1, -0.4, 0.1]],
  "lowdin_charge": [0.164, -0.372, -0.104, 0.110, -0.370, 0.042, 0.019, 0.006, 0.140, 0.101, 0.083, 0.088, 0.093],
  "total_energy_ha": -381.8267,
  "de_lowest_kcal_mol": 128.7,
  "spin_multiplicity": 1,
  "homo_ha": [-0.303, -0.324]
}

---

Record 2
{
  "formula": "C3H6FNO2",
  "method": "the ωB97M-V functional and the def2-TZVPD basis",
  "symbols": ["C", "C", "C", "N", "O", "O", "F", "H", "H", "H", "H", "H", "H"],
  "positions_angstrom": [[-1.931, 1.729, -1.626], [0.313, -0.925, -0.803], [-0.012, 0.622, -0.676], [-0.074, 0.953, 0.912], [-2.298, 1.778, -0.506], [-1.855, 1.796, -2.773], [1.083, 1.380, -1.105], [1.345, -1.043, -0.687], [0.075, -1.298, -1.899], [-0.264, -1.448, 0.002], [-0.643, 0.182, 1.293], [-0.755, 1.757, 0.874], [0.823, 0.987, 1.418]],
  "atomic_forces_ev_per_a": [[0.2, -0.7, 2.0], [-1.9, 1.5, -1.3], [0.0, -1.4, -0.8], [-1.6, -0.7, -1.3], [-1.2, 0.9, 0.1], [0.3, 0.1, -1.1], [0.4, -0.4, 0.4], [1.9, -0.6, 0.5], [0.1, 0.7, 2.4], [0.4, 0.0, -1.0], [0.4, 0.4, -0.1], [1.4, -0.4, 0.6], [-0.5, 0.6, -0.2]],
  "lowdin_charge": [-0.491, -0.082, -0.357, 0.145, 0.073, 0.192, -0.085, 0.022, 0.111, 0.066, 0.128, 0.132, 0.144],
  "total_energy_ha": -422.9283,
  "de_lowest_kcal_mol": 65.2,
  "spin_multiplicity": 1,
  "homo_ha": -0.267
}

---

Record 3
{
  "formula": "C3H6FNO3",
  "method": "the ωB97M-V functional and the def2-TZVPD basis",
  "symbols": ["C", "C", "C", "N", "O", "O", "O", "F", "H", "H", "H", "H", "H", "H"],
  "positions_angstrom": [[0.492, 0.781, 0.184], [0.213, -1.965, 0.269], [0.058, 2.731, -0.230], [0.046, 0.167, -0.879], [1.131, 0.593, 1.189], [0.184, 3.411, 0.927], [-0.008, -1.287, -0.937], [-1.261, 2.789, -0.552], [1.211, -1.706, 0.794], [0.246, -3.058, 0.183], [-0.528, -1.789, 1.049], [0.648, 2.844, -1.094], [-0.546, 0.608, -1.584], [0.369, 2.851, 1.683]],
  "atomic_forces_ev_per_a": [[-0.2, 5.6, -0.2], [2.0, 0.1, 2.8], [-0.9, -4.4, 2.9], [0.0, -2.6, 0.7], [-0.6, -0.6, -0.5], [1.1, 0.9, -0.8], [-0.1, 0.4, -1.4], [-0.5, -0.2, -1.0], [-1.4, -0.2, -1.2], [-0.2, 0.4, -1.1], [-0.4, 0.4, -0.2], [0.9, 1.3, -0.7], [0.1, -0.4, 0.6], [0.2, -0.6, 0.1]],
  "lowdin_charge": [-0.345, -0.128, -0.279, 0.096, 0.059, 0.050, -0.120, 0.009, 0.109, 0.092, 0.086, 0.113, 0.163, 0.096],
  "total_energy_ha": -498.1132,
  "de_lowest_kcal_mol": 78.0,
  "spin_multiplicity": 1,
  "homo_ha": -0.325
}

---

Record 4
{
  "formula": "C3H6FNO4",
  "method": "the ωB97M-V functional and the def2-TZVPD basis",
  "symbols": ["C", "C", "C", "N", "O", "O", "O", "O", "F", "H", "H", "H", "H", "H", "H"],
  "positions_angstrom": [[-0.379, 1.544, 0.495], [-0.556, -0.830, -0.731], [0.230, 0.348, -0.170], [1.638, 0.289, -0.121], [2.292, 1.269, 0.258], [2.163, -0.804, -0.479], [-1.780, -0.923, -0.197], [-0.060, -2.087, -0.819], [-0.148, -1.042, 2.089], [0.055, 1.649, 1.421], [-0.204, 2.424, -0.333], [-1.535, 1.503, 0.564], [-0.774, -0.274, -1.806], [-1.856, -1.112, 0.761], [0.914, -1.953, -0.934]],
  "atomic_forces_ev_per_a": [[-2.8, 0.7, -5.4], [-0.8, 1.2, -0.5], [-2.8, -1.6, 3.3], [4.2, -0.8, -0.4], [-1.4, -1.6, -0.6], [-0.7, 2.3, 0.6], [-2.3, 0.9, 0.0], [1.9, 0.8, -0.8], [0.1, 1.1, -1.6], [1.3, 0.7, 1.9], [0.0, -1.5, 2.3], [2.1, -0.5, -0.1], [0.5, -1.0, 1.2], [1.4, 0.0, -0.1], [-0.6, -0.7, 0.2]],
  "lowdin_charge": [0.014, -0.521, 0.023, -0.269, 0.140, 0.102, 0.031, 0.084, -0.442, 0.067, 0.176, 0.135, 0.240, 0.125, 0.095],
  "total_energy_ha": -573.2000,
  "de_lowest_kcal_mol": 109.7,
  "spin_multiplicity": 1,
  "homo_ha": [-0.384, -0.383]
}

---

Record 5
{
  "formula": "C3H6I2N2",
  "method": "the ωB97M-V functional and the def2-TZVPD basis",
  "symbols": ["C", "C", "C", "N", "N", "I", "I", "H", "H", "H", "H", "H", "H"],
  "positions_angstrom": [[-0.883, 0.017, 0.121], [0.352, 0.940, 0.102], [0.417, -2.019, 0.133], [-0.601, -1.380, 0.125], [0.994, 1.172, -1.168], [-2.891, -2.422, 0.146], [-0.148, 2.164, -2.576], [-1.481, 0.234, 1.013], [-1.514, 0.225, -0.751], [0.046, 1.914, 0.494], [1.120, 0.524, 0.761], [0.564, -3.076, 0.132], [1.270, 0.285, -1.585]],
  "atomic_forces_ev_per_a": [[-0.6, 1.6, 0.1], [-0.3, -0.2, 0.2], [-0.4, 0.4, -0.1], [0.6, -1.0, 0.0], [0.3, -0.1, -0.5], [0.3, 0.1, 0.0], [0.1, -0.3, 0.3], [0.0, -0.1, -0.2], [0.0, -0.1, 0.2], [0.0, -0.2, 0.1], [-0.1, 0.1, 0.0], [0.1, -0.5, 0.0], [0.0, 0.2, -0.1]],
  "lowdin_charge": [-0.315, -0.367, 0.060, -0.305, -0.517, 0.214, 0.764, 0.106, 0.057, 0.103, 0.113, 0.069, 0.015],
  "total_energy_ha": -822.6864,
  "de_lowest_kcal_mol": 11.7,
  "spin_multiplicity": 1,
  "homo_ha": [-0.309, -0.309]
}

---

Record 6
{
  "formula": "C3H6I2Si",
  "method": "the ωB97M-V functional and the def2-TZVPD basis",
  "symbols": ["C", "C", "C", "Si", "I", "I", "H", "H", "H", "H", "H", "H"],
  "positions_angstrom": [[1.221, 1.003, 0.015], [0.763, -0.199, 0.806], [0.714, -1.491, 0.535], [-1.705, 0.159, -1.559], [-0.357, 2.498, -0.408], [-2.992, -1.103, 0.244], [2.040, 1.545, 0.557], [1.474, 0.548, -0.948], [0.504, 0.149, 1.725], [0.443, -2.081, 1.308], [0.875, -2.005, -0.430], [-2.979, 0.978, -1.845]],
  "atomic_forces_ev_per_a": [[0.4, -1.4, -0.5], [0.6, 1.2, -1.6], [0.7, 1.4, -2.9], [-0.7, -0.2, 0.0], [0.4, -0.8, 0.4], [0.2, 0.2, -0.1], [-0.9, -0.4, -0.8], [0.4, 1.1, -0.2], [-0.9, 0.2, 3.0], [-0.9, -2.1, 2.3], [0.2, 0.7, 0.5], [0.5, 0.0, 0.0]],
  "lowdin_charge": [-0.567, -0.346, -0.020, 0.001, 0.775, 0.118, 0.068, 0.042, 0.057, 0.022, 0.087, -0.239],
  "total_energy_ha": -1002.7184,
  "de_lowest_kcal_mol": 90.4,
  "spin_multiplicity": 1,
  "homo_ha": -0.300
}

---

Record 7
{
  "formula": "C3H6INO3",
  "method": "the ωB97M-V functional and the def2-TZVPD basis",
  "symbols": ["C", "C", "C", "N", "O", "O", "O", "I", "H", "H", "H", "H", "H", "H"],
  "positions_angstrom": [[-1.533, -1.029, -0.067], [-0.179, -0.497, 0.377], [0.216, 0.781, -0.359], [1.383, 1.402, 0.267], [2.373, 0.703, 0.356], [1.285, 2.522, 0.688], [0.773, -1.486, 0.119], [0.618, 0.491, -2.417], [-2.330, -0.352, 0.221], [-1.539, -1.173, -1.143], [-1.686, -1.996, 0.407], [-0.215, -0.252, 1.455], [-0.830, 2.028, -0.193], [1.665, -1.143, 0.288]],
  "atomic_forces_ev_per_a": [[0.4, 0.1, 0.1], [-0.2, 0.1, 0.1], [-3.7, 3.4, -0.2], [0.2, 0.3, 0.3], [0.7, -0.2, 0.1], [0.2, 0.5, 0.2], [0.2, -0.6, 0.1], [-0.1, 0.1, 0.0], [-0.1, 0.1, 0.0], [0.0, 0.0, -0.1], [0.0, 0.0, 0.1], [0.0, 0.0, -0.2], [2.8, -3.9, -0.5], [-0.3, 0.0, 0.0]],
  "lowdin_charge": [-0.057, -0.535, -0.644, -0.496, 0.038, 0.079, -0.069, 0.959, 0.082, 0.049, 0.089, 0.155, 0.270, 0.080],
  "total_energy_ha": -695.8997,
  "de_lowest_kcal_mol": 127.9,
  "spin_multiplicity": 1,
  "homo_ha": -0.365
}

---

Record 8
{
  "formula": "C3H6INOS",
  "method": "the ωB97M-V functional and the def2-TZVPD basis",
  "symbols": ["C", "C", "C", "N", "O", "S", "I", "H", "H", "H", "H", "H", "H"],
  "positions_angstrom": [[0.271, 1.096, -0.334], [-0.943, 0.481, 0.379], [-0.279, 0.805, -2.701], [0.178, 0.651, -1.548], [1.122, 1.750, 0.146], [1.340, -1.992, 2.126], [1.287, -2.169, 4.461], [-1.753, 0.690, -0.311], [-1.187, 1.003, 1.311], [-0.823, -0.601, 0.528], [-0.175, -0.090, -3.404], [1.984, -3.249, 2.215], [-1.023, 1.626, -2.867]],
  "atomic_forces_ev_per_a": [[-3.0, -1.1, 1.9], [-0.2, 0.5, 0.6], [-1.3, -1.0, 0.4], [1.5, -1.3, -4.0], [2.3, 1.9, 1.2], [1.0, -1.8, -0.1], [-0.2, 0.3, 1.0], [-0.5, -0.4, 0.1], [0.4, -0.3, 0.0], [-0.1, 0.4, 0.0], [-0.1, 1.6, 0.5], [-0.7, 1.5, -0.9], [0.9, -0.5, -0.6]],
  "lowdin_charge": [-0.628, -0.007, 0.018, 0.060, 0.102, -0.053, 0.305, 0.070, 0.087, 0.053, 0.103, -0.211, 0.100],
  "total_energy_ha": -943.7229,
  "smiles": "C=NC(C)=O.SI",
  "de_lowest_kcal_mol": 41.0,
  "spin_multiplicity": 1,
  "homo_ha": -0.328
}

---

Record 9
{
  "formula": "C3H6LiO4Y",
  "method": "the ωB97M-V functional and the def2-TZVPD basis",
  "symbols": ["O", "C", "O", "O", "C", "H", "H", "H", "C", "H", "H", "O", "Y", "Li", "H"],
  "positions_angstrom": [[0.085, 2.036, -0.570], [0.142, 0.757, -0.770], [-0.523, -0.075, -0.152], [1.075, 0.431, -1.607], [1.784, -0.799, -1.384], [2.633, -0.818, -2.079], [2.230, -0.879, -0.387], [1.039, -1.626, -1.500], [-0.687, 2.523, 0.536], [-0.594, 3.610, 0.499], [-1.737, 2.229, 0.422], [-1.726, -3.335, 1.708], [-1.501, -1.302, 1.429], [-1.938, -4.881, 2.379], [-0.282, 2.128, 1.476]],
  "atomic_forces_ev_per_a": [[-0.1, -0.4, -0.3], [2.3, 1.3, -0.9], [-1.5, -1.5, 1.7], [0.0, 0.8, 0.3], [-0.5, -1.6, -0.2], [-0.7, -0.1, -0.1], [-0.3, 0.5, 0.1], [1.1, 0.4, -0.3], [-0.6, 0.1, 0.1], [0.0, -0.3, 0.1], [0.1, 0.2, 0.0], [0.7, 5.2, -0.7], [-0.6, -4.4, 0.3], [-0.1, -0.6, 0.1], [0.1, 0.2, -0.2]],
  "lowdin_charge": [0.094, -0.575, -0.095, 0.080, 0.020, 0.125, 0.107, 0.115, 0.017, 0.128, 0.104, -0.866, 1.838, 0.804, 0.104],
  "total_energy_ha": -464.1990,
  "charge": 2,
  "spin_multiplicity": 1,
  "homo_ha": -0.656
}

---

Record 10
{
  "formula": "C3H6MgO3",
  "method": "the ωB97M-V functional and the def2-TZVPD basis",
  "symbols": ["H", "O", "C", "O", "Mg", "O", "C", "C", "H", "H", "H", "H", "H"],
  "positions_angstrom": [[0.815, 1.099, 0.107], [1.759, -1.684, 0.067], [1.655, -0.548, 0.429], [2.367, 0.436, 0.016], [4.120, 0.057, -0.777], [0.381, 0.123, 0.521], [-0.830, -0.422, -0.123], [-1.951, 0.550, 0.111], [-0.975, -1.393, 0.357], [-0.593, -0.553, -1.184], [-2.058, 0.789, 1.176], [-2.878, 0.073, -0.234], [-1.812, 1.473, -0.466]],
  "atomic_forces_ev_per_a": [[-2.2, -3.0, 1.6], [0.2, 0.1, 2.2], [-1.9, -1.4, -4.9], [4.2, 1.5, 0.3], [-1.0, 0.0, 0.6], [1.7, 3.4, 0.5], [-1.1, -0.7, -0.5], [-0.1, 0.1, 0.1], [0.1, 0.2, 0.0], [0.0, -0.1, 0.2], [0.0, -0.1, -0.3], [0.2, 0.1, 0.1], [-0.1, -0.2, 0.1]],
  "lowdin_charge": [0.316, 0.204, -0.569, -0.120, 1.652, 0.039, -0.122, -0.029, 0.156, 0.150, 0.107, 0.116, 0.099],
  "total_energy_ha": -542.9827,
  "charge": 2,
  "de_lowest_kcal_mol": 55.5,
  "spin_multiplicity": 1,
  "homo_ha": -0.721
}

---

Record 11
{
  "formula": "C3H6MgO4Tl",
  "method": "the ωB97M-V functional and the def2-TZVPD basis",
  "symbols": ["O", "C", "O", "O", "C", "H", "H", "H", "C", "H", "H", "O", "Mg", "Tl", "H"],
  "positions_angstrom": [[1.561, 2.364, 2.497], [1.176, 1.220, 2.006], [1.076, 1.018, 0.789], [0.625, 0.440, 2.880], [-0.705, -0.094, 2.562], [-1.246, 0.460, 3.350], [-1.578, -0.758, 2.586], [-0.489, -1.688, 1.588], [1.561, 3.502, 1.626], [1.977, 4.322, 2.216], [2.164, 3.319, 0.728], [-0.481, -1.671, 0.224], [-0.491, 0.198, -0.148], [-0.384, -3.950, -0.948], [0.537, 3.707, 1.292]],
  "atomic_forces_ev_per_a": [[0.5, -0.3, 0.7], [-2.3, 0.2, -0.8], [0.5, 0.3, -1.1], [1.1, -1.9, 1.0], [-2.3, 4.7, -0.8], [0.0, 0.6, -0.4], [1.9, -3.0, 0.1], [-0.2, 0.7, -5.4], [0.4, 0.1, -0.7], [-0.2, -0.2, -0.2], [0.0, 0.0, 0.4], [0.1, -1.5, 3.4], [0.3, -0.7, 2.9], [0.0, 0.9, 0.6], [0.2, 0.0, 0.3]],
  "lowdin_charge": [0.049, -0.616, -0.030, 0.008, -0.170, 0.058, 0.055, 0.199, -0.002, 0.110, 0.101, -0.848, 1.009, 0.972, 0.106],
  "total_energy_ha": -791.0419,
  "charge": 1,
  "spin_multiplicity": 1,
  "homo_ha": [-0.382, -0.382]
}

---

Record 12
{
  "formula": "C3H6N",
  "method": "the ωB97M-V functional and the def2-TZVPD basis",
  "symbols": ["C", "C", "C", "N", "H", "H", "H", "H", "H", "H"],
  "positions_angstrom": [[-0.410, 0.536, -0.560], [-1.113, -0.389, -1.114], [0.768, -0.372, 1.354], [0.752, 0.219, 0.208], [-0.712, 1.552, -0.549], [-0.957, -1.411, -1.175], [-2.039, -0.141, -1.687], [1.661, -0.404, 2.010], [-0.267, -0.533, 1.914], [1.579, 0.754, -0.046]],
  "atomic_forces_ev_per_a": [[0.2, 0.1, 0.8], [-3.0, 0.2, -2.0], [-2.3, 1.2, 1.6], [0.7, 0.3, 1.7], [0.2, 0.9, -0.1], [1.0, -1.8, 0.3], [0.9, 0.2, 0.7], [-0.3, -0.2, -1.0], [2.2, -0.4, -1.7], [0.5, -0.5, -0.3]],
  "lowdin_charge": [-0.151, 0.094, 0.199, 0.046, 0.128, 0.067, 0.115, 0.134, 0.185, 0.183],
  "total_energy_ha": -172.3297,
  "charge": 1,
  "smiles": "C=C[NH+]=C",
  "de_lowest_kcal_mol": 18.2,
  "spin_multiplicity": 1,
  "homo_ha": -0.585
}